2 unconnected molecules or ions with the total composition C3H5ClS, computed with wB97M-V/def2-TZVPD.

Last column: natural (NBO) charge in e.
Atoms and positions in Å:
1 C -1.265 0.370 0.918  -0.5440
2 C 0.072 0.846 0.389  -0.1997
3 C 1.179 -1.090 -1.189  -0.4978
4 S -1.298 1.629 -0.406  0.1979
5 Cl 1.210 1.708 1.342  0.0365
6 H -1.685 -0.592 0.686  0.2218
7 H -1.657 0.504 1.930  0.2267
8 H 0.282 -0.830 -1.656  0.1671
9 H 1.101 -1.904 -0.352  0.2001
10 H 2.061 -0.640 -1.663  0.1914

* gap between HOMO and LUMO (spin up / spin down): 8.57 / 8.03 eV
* DFT total energy: -26544.9121 eV
* energy relative to the best compared isomer or geometry (same formula, charge and spin): 391.70 kJ/mol
* total charge: 0